Entry 1:
Below is 4 unconnected molecules or ions with the total composition C12H32O12S4 in a non-equilibrium geometry, with properties calculated with ωB97M-V/def2-TZVPD.

```
60
Properties=species:S:1:pos:R:3:mulliken_charge:R:1
S 0.798 -5.753 -3.007 1.083
S 1.839 4.882 -1.831 1.093
S -3.339 1.567 -0.902 1.155
S -4.721 -1.529 5.547 1.095
O 1.575 -4.308 -2.718 -0.269
O -3.604 1.469 0.532 -0.641
O -5.961 -2.152 4.948 -0.569
O -2.021 0.630 -1.045 -0.288
O 2.712 5.889 -0.949 -0.281
O -4.500 -0.130 5.516 -0.565
O -3.416 -2.296 4.772 -0.308
O 0.547 4.716 -1.181 -0.534
O 1.851 -6.804 -3.156 -0.593
O -0.308 -5.849 -2.107 -0.565
O -4.325 1.075 -1.856 -0.594
O 1.933 5.363 -3.216 -0.615
C -0.190 -0.598 -0.411 -1.300
C -2.336 -1.536 4.356 -0.166
C 3.720 -4.170 -1.865 -1.095
C 0.246 -5.450 -4.764 -0.867
C 2.292 -4.052 -1.619 0.009
C -1.688 -2.027 3.044 -1.124
C -2.770 3.282 -1.401 -0.963
C -0.962 0.690 -0.185 -0.102
C 4.016 6.256 -1.333 -0.145
C -4.341 -2.332 7.188 -0.910
C 4.080 7.642 -1.030 -1.413
C 2.888 3.280 -1.609 -0.905
H -0.354 -4.543 -4.839 0.325
H 3.727 8.407 -1.722 0.334
H 5.141 7.889 -1.059 0.390
H 4.111 -5.127 -1.520 0.286
H -2.012 3.629 -0.698 0.304
H 1.868 -3.108 -1.275 0.064
H -2.131 -1.691 2.106 0.211
H 3.927 3.593 -1.712 0.355
H -1.863 -3.092 2.894 0.364
H 4.230 -3.369 -1.330 0.387
H 1.151 -5.262 -5.342 0.298
H -1.522 -1.637 5.073 0.232
H -3.673 3.854 -1.612 0.440
H -0.643 -1.738 2.934 0.348
H 3.836 7.944 -0.012 0.332
H 4.143 6.087 -2.402 0.420
H -2.482 -0.456 4.339 0.369
H 3.893 -4.116 -2.940 0.270
H 2.587 2.580 -2.388 0.343
H 4.768 5.663 -0.813 0.320
H -5.180 -2.229 7.877 0.376
H -0.292 -6.323 -5.133 0.352
H 2.603 2.838 -0.655 0.298
H -2.429 3.277 -2.436 0.335
H -0.411 1.615 -0.356 0.222
H -4.300 -3.417 7.089 0.327
H -1.241 0.737 0.868 0.301
H -0.853 -1.460 -0.494 0.335
H -3.413 -2.028 7.672 0.317
H 1.999 -4.860 -0.948 0.327
H 0.348 -0.747 -1.347 0.418
H 0.450 -0.664 0.468 0.374
```

energy relative to the best compared isomer or geometry (same formula, charge and spin): 91.4 kcal per mole
LUMO level: 0.2 eV
SMILES string: CCOS(C)(=O)=O.CCOS(C)(=O)=O.CCOS(C)(=O)=O.CCOS(C)(=O)=O
molar mass: 496.64 Da

---

Entry 2:
Below is a molecular structure, C36H43AuBF4N3Se, with properties calculated with ωB97M-V/def2-TZVPD.

```
89
Properties=species:S:1:pos:R:3:mulliken_charge:R:1
Au 0.494 0.281 1.165 0.488
Se 0.354 -0.726 3.334 -0.328
F -1.013 2.640 1.309 -0.326
F -2.365 4.462 0.921 -0.403
F -1.983 2.954 -0.759 -0.408
F -0.285 4.347 -0.059 -0.428
N -2.288 1.916 6.229 -0.694
N 1.753 -0.191 -0.628 1.718
N -1.018 -1.514 -0.970 1.419
C -2.841 -2.307 -2.337 1.008
C 2.147 -0.035 -3.926 -1.346
C -1.731 0.761 6.599 -0.323
C -0.948 -0.028 5.780 -0.445
C 2.789 0.756 -0.865 -0.124
C 1.805 1.261 -3.190 0.662
C -3.059 -1.571 2.245 -1.421
C -2.405 -1.686 -1.147 -0.447
C 2.067 -1.495 -0.683 0.233
C 4.755 1.980 -0.144 -0.205
C 4.753 2.715 -1.316 -1.524
C -0.339 -2.432 -0.391 -1.393
C -1.270 1.583 4.068 0.013
C 3.601 1.291 2.578 -1.596
C -2.040 2.294 4.972 -0.405
C 3.796 1.005 0.104 0.808
C 5.192 -0.419 1.673 -1.732
C -1.909 -2.792 -3.436 0.505
C 2.882 -4.250 -0.494 -1.035
C 3.772 2.469 -2.256 -1.114
C -0.696 0.375 4.465 -0.034
C 1.129 -2.544 -0.376 0.629
C 1.584 -3.858 -0.226 -0.783
C -4.688 -1.431 -0.455 -0.580
C -4.204 -2.486 -2.536 -1.001
C 3.746 -3.269 -0.979 -0.705
C -0.909 -1.742 -3.918 -0.982
C 3.858 0.292 1.445 1.143
C -3.725 0.699 1.395 -1.595
C -5.134 -2.059 -1.601 -1.519
C 0.339 1.321 -2.774 -1.133
C 2.790 1.503 -2.061 0.310
C -1.190 -4.102 -3.101 -1.510
C 3.360 -1.956 -1.085 -0.639
C -3.331 -1.224 -0.207 -0.443
C -2.922 -0.568 1.094 4.024
B -1.408 3.605 0.344 0.266
H -1.925 0.443 7.621 0.327
H 3.750 3.044 -3.177 0.307
H -6.195 -2.202 -1.773 0.335
H -2.488 3.231 4.653 0.429
H -0.408 -3.956 -2.353 0.261
H 0.123 2.211 -2.190 0.226
H 1.446 -0.206 -4.748 0.439
H 3.160 0.003 -4.335 0.362
H 0.045 0.460 -2.178 -0.122
H 4.067 -1.224 -1.453 0.639
H -2.739 -1.119 3.185 0.331
H -0.406 -2.093 -4.824 0.529
H -2.444 -2.457 2.073 0.214
H 5.515 2.171 0.607 0.295
H 4.407 2.029 2.632 0.355
H -0.293 1.353 -3.669 0.470
H -1.864 -0.282 1.050 -1.904
H 1.975 2.080 -3.902 0.592
H -5.405 -1.083 0.279 0.306
H -0.534 -0.955 6.157 0.329
H 3.065 -0.455 1.479 -0.342
H -1.113 1.961 3.067 0.530
H -3.319 1.183 2.284 0.216
H 3.539 0.768 3.535 0.382
H -2.572 -3.014 -4.280 0.532
H -0.153 -1.537 -3.165 -0.330
H 6.018 0.299 1.709 0.306
H -1.889 -4.853 -2.727 0.353
H -4.101 -1.888 2.348 0.363
H 2.091 -0.890 -3.252 0.073
H 0.850 -4.602 0.071 0.339
H 3.197 -5.278 -0.378 0.372
H -3.659 1.415 0.580 0.396
H -0.850 -3.305 0.044 0.108
H 2.660 1.821 2.432 0.290
H 4.757 -3.538 -1.273 0.391
H -4.536 -2.964 -3.453 0.343
H -4.779 0.473 1.590 0.399
H 5.400 -1.142 0.885 0.363
H -0.704 -4.498 -3.997 0.467
H -1.402 -0.794 -4.142 0.328
H 5.505 3.477 -1.489 0.347
H 5.175 -0.953 2.626 0.451
```

net charge: -2
LUMO level: 4.4 eV
molar mass: 880.49 Da

---

Entry 3:
Below is a molecular structure, C16H14BrCl3GeN2O2W in a non-equilibrium geometry, with properties calculated with ωB97M-V/def2-TZVPD.

```
40
Properties=species:S:1:pos:R:3:mulliken_charge:R:1
W -0.198 0.805 -2.884 0.858
Br 2.328 0.476 -2.702 -0.087
Ge -0.148 3.159 -2.255 0.724
Cl 1.053 3.952 -0.734 -0.117
Cl -1.802 4.373 -2.529 -0.073
Cl -0.256 0.874 -5.020 -0.059
O -1.821 0.093 -2.493 -0.405
O -3.944 -0.172 1.069 -0.551
N 0.014 0.164 -0.882 0.132
N -1.161 -0.346 -0.396 -0.442
C -3.724 -1.938 -2.067 -0.296
C -3.440 -1.040 -1.062 -0.062
C -4.787 -2.843 -1.945 -0.781
C 3.649 0.288 -0.091 -0.525
C -5.312 -1.954 0.220 -0.690
C 3.784 1.164 3.562 -0.766
C -4.243 -1.040 0.114 0.717
C 1.115 0.030 -0.148 -0.080
C 2.400 0.270 -0.648 0.187
C 5.155 1.000 3.798 -0.326
C -5.582 -2.840 -0.799 -0.616
C 3.238 0.883 2.327 -0.159
C 5.984 0.557 2.769 -0.730
C -2.332 -0.004 -1.218 0.953
C 5.451 0.272 1.531 -0.464
C 4.066 0.458 1.263 1.030
H -2.732 0.999 -0.922 0.254
H 5.564 1.230 4.771 0.450
H 1.049 -0.395 0.852 0.654
H 4.475 0.211 -0.790 0.363
H -6.404 -3.532 -0.712 0.440
H -4.986 -3.544 -2.739 0.427
H 3.151 1.533 4.355 0.430
H 7.044 0.444 2.943 0.437
H -3.134 -1.930 -2.973 0.347
H 6.088 -0.111 0.748 0.397
H -1.288 -0.440 0.610 0.314
H -4.578 -0.195 1.810 0.365
H -5.926 -1.954 1.107 0.333
H 2.185 1.044 2.161 0.417
```

expectation value of S²: 0.7632
net charge: +3
LUMO level (spin up / spin down): -13.3 / -13.2 eV
spin multiplicity: 2
molar mass: 709.01 Da

---

Entry 4:
Below is a molecular structure, C30H33FeO2Si in a non-equilibrium geometry, with properties calculated with ωB97M-V/def2-TZVPD.

```
67
Properties=species:S:1:pos:R:3:mulliken_charge:R:1
Fe 3.824 -0.520 1.831 -0.562
Si -0.951 2.775 -1.713 0.472
O -4.443 -0.706 1.237 -0.474
O -1.118 1.336 -0.811 -0.304
C 3.587 1.448 1.949 -1.056
C 0.116 -0.768 -0.765 -0.009
C -1.821 -0.671 -2.068 0.611
C -1.567 -2.587 -3.510 -0.570
C 5.310 -1.768 2.223 -0.452
C -3.167 -0.728 1.698 0.883
C -1.924 4.014 -0.723 -1.025
C -1.279 -2.142 2.174 -1.009
C 4.072 -2.481 1.956 -0.693
C -3.366 -0.977 -3.877 -0.763
C 3.976 0.869 3.225 -0.826
C -5.147 0.548 1.121 -0.744
C -2.970 -0.251 -2.754 -0.411
C -2.661 -2.128 -4.265 -0.572
C -0.939 0.045 -1.145 0.262
C -2.608 -2.018 1.886 -0.620
C -1.655 2.574 -3.421 -1.139
C 1.978 -0.196 2.518 1.064
C 0.952 -1.210 2.362 -1.232
C -1.025 0.294 2.125 -0.486
C 3.598 -2.082 0.641 0.107
C -1.174 -1.867 -2.390 -0.313
C 0.875 3.109 -1.747 -1.033
C 5.602 -0.928 1.077 -0.747
C -2.375 0.429 1.893 -0.138
C 4.544 -1.117 0.098 -0.811
C -0.432 -0.994 2.243 0.987
C 3.013 -0.149 3.567 -0.878
C 0.017 -2.076 -1.470 -1.077
C 2.366 0.811 1.530 0.527
H 2.969 -0.734 4.482 0.504
H -1.774 5.021 -1.140 0.380
H -0.395 1.179 2.206 0.350
H 6.501 -0.336 0.934 0.398
H 1.282 3.198 -0.731 0.262
H -3.262 -2.880 1.761 0.370
H 1.255 -2.227 2.645 0.168
H 1.752 1.077 0.677 0.677
H -3.508 0.630 -2.406 0.551
H -1.605 4.021 0.328 0.282
H 0.920 -2.395 -2.010 0.471
H 5.947 -1.910 3.092 0.451
H -2.999 3.787 -0.758 0.283
H -1.020 -3.484 -3.802 0.449
H -2.968 -2.670 -5.160 0.365
H 1.063 4.049 -2.286 0.422
H -4.778 1.114 0.253 0.185
H -0.215 -2.871 -0.737 0.240
H 4.072 2.274 1.436 0.454
H -0.834 -3.128 2.312 0.328
H 4.512 -0.697 -0.903 0.480
H -1.429 3.479 -4.002 0.464
H -5.062 1.152 2.035 0.341
H 4.814 1.199 3.836 0.437
H -1.217 1.715 -3.943 0.306
H -4.220 -0.639 -4.468 0.382
H 1.410 2.302 -2.266 0.306
H 0.947 -0.464 -0.143 0.088
H 3.638 -3.253 2.585 0.490
H -6.183 0.249 0.957 0.264
H 2.749 -2.505 0.111 0.405
H -2.826 1.421 1.812 0.189
H -2.743 2.443 -3.403 0.289
```

expectation value of S²: 6.1238
net charge: -1
LUMO level (spin up / spin down): 2.5 / 0.6 eV
spin multiplicity: 5
molar mass: 509.52 Da

---

- Which of these has the highest molar mass?
  C36H43AuBF4N3Se

---

- molar mass of number 4 (C30H33FeO2Si)?
  509.52 Da

---

- Number 3 is which compound?
  C16H14BrCl3GeN2O2W